No. 1
{"formula": "C34H40N3", "method": "the ωB97M-V functional and the def2-TZVPD basis", "de_lowest_kj_mol": 307.6, "total_charge": 1, "symbols": ["C", "N", "C", "C", "C", "C", "C", "C", "C", "C", "C", "C", "C", "C", "C", "C", "C", "N", "C", "C", "C", "C", "C", "C", "C", "C", "C", "C", "C", "H", "H", "H", "H", "H", "H", "H", "H", "H", "H", "H", "H", "H", "H", "H", "H", "H", "H", "H", "H", "H", "H", "H", "H", "H", "C", "C", "C", "C", "C", "C", "C", "N", "H", "H", "H", "H", "H", "H", "H", "H", "H", "H", "H", "H", "H", "H", "H"], "xyz": [[4.635, 3.020, 2.223], [4.262, 1.673, 2.679], [4.459, 1.423, 4.080], [3.676, 2.117, 5.021], [3.856, 1.890, 6.381], [4.843, 0.995, 6.819], [5.655, 0.339, 5.887], [5.471, 0.547, 4.521], [3.181, 1.062, 1.984], [3.384, -0.156, 1.299], [2.357, -0.717, 0.557], [1.073, -0.088, 0.435], [0.043, -0.734, -0.321], [-1.372, -0.647, -0.142], [-2.217, -1.541, -0.875], [-3.596, -1.435, -0.857], [-4.220, -0.414, -0.104], [-5.634, -0.262, -0.156], [-6.116, 0.908, -0.901], [-6.422, -0.665, 0.975], [-6.521, 0.178, 2.094], [-7.257, -0.234, 3.203], [-7.931, -1.463, 3.184], [-7.872, -2.279, 2.048], [-7.119, -1.891, 0.943], [-3.415, 0.438, 0.686], [-2.044, 0.231, 0.771], [0.917, 1.169, 1.094], [1.921, 1.696, 1.888], [4.461, 3.090, 1.146], [4.061, 3.791, 2.745], [5.693, 3.184, 2.436], [2.912, 2.816, 4.664], [3.223, 2.404, 7.102], [4.989, 0.821, 7.886], [6.434, -0.348, 6.220], [6.082, 0.043, 3.766], [4.373, -0.629, 1.374], [2.510, -1.693, 0.097], [0.377, -1.499, -1.021], [-1.761, -2.371, -1.422], [-4.239, -2.118, -1.418], [-7.205, 0.946, -0.845], [-5.709, 1.839, -0.491], [-5.818, 0.803, -1.948], [-5.988, 1.131, 2.094], [-7.300, 0.401, 4.086], [-8.522, -1.778, 4.048], [-8.404, -3.232, 2.020], [-7.031, -2.507, 0.046], [-3.902, 1.230, 1.269], [-1.502, 0.709, 1.581], [-0.011, 1.726, 0.983], [1.746, 2.618, 2.459], [4.092, -0.266, -5.191], [2.607, 0.133, -5.087], [2.529, 1.616, -4.750], [1.908, -0.790, -4.067], [1.846, -2.252, -4.565], [0.432, -2.770, -4.234], [-0.411, -1.498, -4.014], [0.557, -0.502, -3.590], [4.562, -0.192, -4.200], [4.229, -1.289, -5.559], [4.631, 0.412, -5.865], [2.144, -0.039, -6.080], [2.931, 1.792, -3.747], [3.136, 2.186, -5.461], [1.506, 1.993, -4.794], [2.554, -0.768, -3.174], [2.053, -2.330, -5.645], [2.600, -2.827, -4.027], [0.008, -3.404, -5.015], [0.482, -3.360, -3.302], [-0.850, -1.157, -4.967], [-1.236, -1.687, -3.313], [0.226, 0.459, -3.647]]}

=====

No. 2
{"formula": "C34H41IN4O14P3", "method": "the ωB97M-V functional and the def2-TZVPD basis", "energy_ha": -3913.80494, "total_charge": 1, "symbols": ["C", "C", "C", "C", "N", "N", "P", "P", "O", "O", "O", "C", "C", "C", "O", "I", "C", "C", "O", "C", "C", "O", "O", "C", "O", "C", "C", "C", "C", "C", "C", "C", "O", "C", "C", "P", "C", "O", "H", "H", "H", "H", "H", "H", "H", "H", "H", "H", "H", "H", "H", "H", "H", "H", "H", "H", "H", "H", "H", "H", "H", "H", "H", "H", "H", "H", "H", "H", "H", "C", "C", "C", "C", "C", "C", "N", "O", "O", "H", "H", "H", "H", "H", "C", "C", "C", "C", "C", "C", "N", "O", "O", "H", "H", "H", "H", "H"], "xyz": [[1.194, -1.979, 3.427], [0.263, -2.935, 3.056], [-0.613, -2.945, 1.805], [-0.204, -1.975, 0.679], [-1.406, -1.954, -0.161], [-0.151, -0.539, 1.127], [-1.352, -0.012, 2.323], [-3.313, 0.196, 1.399], [-3.973, 1.332, 2.034], [-3.299, 0.364, -0.220], [-4.124, -1.158, 1.803], [0.836, 0.070, 0.571], [1.066, 1.519, 0.997], [0.125, 2.525, 0.322], [-1.036, 2.362, 0.108], [1.005, 4.414, -0.287], [1.749, -0.739, -0.426], [1.269, -0.154, -1.788], [1.595, 1.243, -1.877], [1.260, 1.672, -3.175], [0.075, 2.637, -3.274], [1.871, 1.344, -4.150], [2.997, -0.358, 0.070], [4.080, -0.783, -0.686], [4.171, -0.708, -1.881], [5.223, -1.320, 0.124], [6.273, -2.015, -0.445], [7.320, -2.459, 0.323], [7.377, -2.229, 1.689], [6.319, -1.534, 2.261], [5.267, -1.092, 1.495], [1.189, -2.204, -0.034], [2.223, -2.707, 0.771], [2.257, -4.133, 0.919], [3.381, -4.814, 0.088], [0.799, -3.001, -1.720], [2.390, -3.293, -2.645], [0.160, -4.542, -1.499], [0.859, -1.031, 3.881], [2.278, -2.114, 3.351], [0.152, -3.807, 3.722], [-1.658, -2.766, 2.117], [-0.612, -3.978, 1.431], [-1.324, -1.320, -0.946], [-1.696, -2.882, -0.435], [-1.071, 1.313, 2.730], [-3.802, -0.382, -0.580], [-4.698, -1.417, 1.068], [2.093, 1.765, 0.701], [1.026, 1.632, 2.087], [0.178, -0.220, -1.896], [1.800, -0.621, -2.629], [-0.378, 2.574, -4.265], [0.446, 3.651, -3.104], [-0.663, 2.328, -2.523], [6.289, -2.204, -1.518], [8.169, -2.984, -0.112], [8.219, -2.560, 2.291], [6.336, -1.314, 3.327], [4.489, -0.528, 2.006], [2.534, -4.315, 1.970], [1.293, -4.631, 0.784], [4.062, -4.084, -0.357], [2.882, -5.325, -0.752], [3.877, -5.596, 0.668], [2.416, -4.356, -2.915], [3.249, -3.008, -2.037], [2.330, -2.732, -3.584], [-0.761, -4.466, -1.773], [-4.541, 3.942, -7.919], [-3.368, 4.155, -8.632], [-2.224, 4.579, -7.975], [-2.268, 4.780, -6.607], [-3.432, 4.578, -5.884], [-4.574, 4.158, -6.548], [-1.051, 5.205, -5.904], [-0.053, 5.392, -6.566], [-1.112, 5.342, -4.696], [-5.432, 3.607, -8.434], [-3.346, 3.989, -9.701], [-1.314, 4.744, -8.534], [-3.461, 4.742, -4.816], [-5.489, 3.994, -5.995], [-4.582, 2.094, 4.752], [-4.539, 3.136, 5.671], [-4.375, 2.865, 7.022], [-4.252, 1.550, 7.435], [-4.300, 0.502, 6.533], [-4.467, 0.779, 5.184], [-4.053, 1.260, 8.862], [-4.033, 2.198, 9.631], [-3.915, 0.097, 9.186], [-4.704, 2.306, 3.704], [-4.630, 4.160, 5.334], [-4.342, 3.678, 7.733], [-4.209, -0.522, 6.864], [-4.505, -0.031, 4.467]]}

=====

No. 3
{"formula": "C34H42BNO2S", "method": "the ωB97M-V functional and the def2-TZVPD basis", "de_lowest_kj_mol": 0.0, "total_charge": 0, "smiles": "Cc1ccc(C(B2OC(C)(C)C(C)(C)O2)c2ccc(C)cc2)cc1.Cc1ccc(-c2ccc(N(C)C)cc2)s1", "symbols": ["C", "C", "C", "C", "C", "C", "B", "O", "C", "C", "C", "C", "C", "C", "O", "C", "C", "C", "C", "C", "C", "C", "C", "C", "H", "H", "H", "H", "H", "H", "H", "H", "H", "H", "H", "H", "H", "H", "H", "H", "H", "H", "H", "H", "H", "H", "H", "H", "H", "H", "H", "C", "C", "C", "C", "C", "C", "C", "C", "C", "N", "C", "C", "C", "C", "S", "H", "H", "H", "H", "H", "H", "H", "H", "H", "H", "H", "H", "H", "H", "H"], "xyz": [[-5.025, 0.127, 5.525], [-3.734, 0.277, 4.780], [-3.154, 1.542, 4.630], [-1.964, 1.699, 3.927], [-1.334, 0.598, 3.324], [-0.009, 0.779, 2.632], [0.703, -0.617, 2.121], [0.298, -1.902, 1.946], [0.803, -2.272, 0.632], [1.114, -3.748, 0.697], [-0.304, -2.006, -0.391], [2.049, -1.300, 0.428], [3.356, -1.882, 0.947], [2.279, -0.726, -0.960], [1.731, -0.195, 1.278], [1.106, 1.009, 3.633], [2.236, 1.803, 3.343], [3.425, 1.582, 4.020], [3.516, 0.580, 4.999], [4.843, 0.139, 5.534], [2.335, -0.008, 5.468], [1.136, 0.221, 4.810], [-1.917, -0.662, 3.485], [-3.086, -0.827, 4.225], [-5.231, -0.922, 5.754], [-5.005, 0.699, 6.460], [-5.874, 0.519, 4.950], [-3.642, 2.406, 5.087], [-1.501, 2.684, 3.856], [-0.064, 1.552, 1.859], [1.618, -4.082, -0.216], [1.748, -3.974, 1.559], [0.183, -4.321, 0.781], [0.010, -2.334, -1.391], [-1.209, -2.568, -0.121], [-0.563, -0.938, -0.449], [3.716, -2.672, 0.280], [4.108, -1.085, 0.987], [3.237, -2.295, 1.956], [2.420, -1.529, -1.691], [1.464, -0.067, -1.285], [3.194, -0.121, -0.951], [2.177, 2.540, 2.540], [4.329, 2.147, 3.770], [4.883, -0.953, 5.636], [5.647, 0.441, 4.854], [5.042, 0.567, 6.526], [2.373, -0.671, 6.335], [0.221, -0.262, 5.154], [-1.453, -1.541, 3.057], [-3.503, -1.822, 4.377], [1.149, 2.895, -4.076], [0.322, 2.888, -2.851], [-0.839, 2.155, -2.667], [-1.446, 2.386, -1.409], [-0.754, 3.303, -0.619], [-1.187, 3.866, 0.614], [-0.437, 4.885, 1.246], [-1.012, 5.665, 2.225], [-2.381, 5.476, 2.568], [-3.062, 6.425, 3.266], [-4.498, 6.333, 3.458], [-2.460, 7.702, 3.585], [-3.046, 4.309, 2.105], [-2.456, 3.518, 1.145], [0.712, 3.804, -1.451], [0.556, 2.463, -4.888], [1.441, 3.915, -4.347], [2.055, 2.289, -3.945], [-1.244, 1.504, -3.442], [-2.382, 1.930, -1.097], [0.584, 5.085, 0.914], [-0.433, 6.461, 2.691], [-4.771, 5.440, 4.040], [-4.823, 7.223, 4.010], [-5.044, 6.292, 2.499], [-2.137, 8.246, 2.684], [-3.208, 8.306, 4.107], [-1.589, 7.578, 4.241], [-4.031, 4.036, 2.484], [-2.982, 2.654, 0.743]]}